This record from the OMol25 dataset describes C3H4O2 in the gas phase. The level of theory is wB97M-V/def2-TZVPD.

Geometry as XYZ:
```
9
C3H4O2 wB97M-V/def2-TZVPD
O -1.68666 -0.02853 -1.09273
O 0.92909 0.72953 -0.02474
C -0.28635 0.62443 0.82961
C 0.66773 -0.59482 -0.59357
C -0.76309 -0.19420 -0.34702
H 1.06181 -1.38993 0.05655
H 0.94031 -0.75197 -1.63769
H -0.92896 1.47900 1.08194
H 0.03968 0.11771 1.73971
```

Calculated values
- Multiplicity: 1
- Relative energy (zero: lowest compared OMol25 entry of this formula, charge and spin): 49.29 kcal per mole
- Frontier orbital gap: 11.01 eV
- E_tot: -267.11423 a.u.